{"formula": "C4H12N2O", "method": "ωB97M-V/def2-TZVPD", "species": ["C", "C", "C", "O", "N", "C", "N", "H", "H", "H", "H", "H", "H", "H", "H", "H", "H", "H", "H"], "positions_angstrom": [[0.343, -1.058, 0.671], [0.417, -1.656, -0.766], [-0.237, -0.977, -1.939], [-1.626, -0.642, -1.518], [0.299, 0.398, 0.467], [0.334, 1.208, 1.694], [0.563, 2.635, 1.497], [1.319, -1.375, 1.075], [-0.486, -1.514, 1.201], [1.430, -1.832, -1.173], [0.009, -2.689, -0.725], [0.053, 0.033, -2.236], [-0.212, -1.710, -2.751], [-2.145, -0.475, -2.306], [-0.633, 0.566, 0.098], [1.173, 0.801, 2.272], [-0.613, 1.097, 2.257], [1.548, 2.845, 1.570], [0.247, 2.925, 0.581]], "forces_ev_per_a": [[1.427, 0.358, -2.226], [0.314, -1.281, -0.404], [-2.361, 0.972, 0.855], [0.380, -0.990, -0.176], [-0.576, 0.328, 0.756], [0.258, -0.451, 0.311], [0.048, -0.307, 0.065], [-0.538, 0.394, 0.594], [-0.196, 0.134, 0.348], [0.094, 0.296, 0.828], [-0.014, 0.502, -0.037], [1.331, -0.535, -0.036], [-0.189, 0.376, -0.216], [-0.116, 0.063, -0.134], [0.121, -0.014, -0.507], [-0.346, 0.195, 0.284], [0.380, -0.109, -0.011], [0.013, 0.018, -0.226], [-0.030, 0.051, -0.068]], "homo_ha": -0.3314, "de_lowest_kcal_mol": 46.58, "energy_ev": -9369.174, "lumo_ha": 0.033, "orbital_gap_ha": 0.3640, "smiles": "NCNCCCO"}

***

{"formula": "C3H6N4O", "method": "ωB97M-V/def2-TZVPD", "species": ["C", "C", "C", "H", "H", "H", "H", "H", "H", "N", "N", "N", "N", "O"], "positions_angstrom": [[-1.823, 0.830, -1.079], [0.001, 0.045, 0.156], [-0.261, 0.572, 1.354], [-2.637, 0.215, -0.686], [-1.727, 1.820, -0.709], [-2.133, 0.946, -2.153], [-1.027, 1.285, 1.541], [2.373, -2.283, -0.048], [2.641, -0.752, -0.810], [0.643, 0.025, 2.276], [1.519, -0.628, 1.572], [1.122, -0.702, 0.313], [1.892, -1.441, -0.638], [-0.582, 0.069, -1.089]], "forces_ev_per_a": [[-0.305, -1.581, -2.589], [0.177, -1.085, -3.209], [-0.006, -0.436, 1.591], [0.238, 0.330, 0.708], [0.175, 0.656, 0.851], [0.671, -0.123, 0.815], [-0.379, 0.100, 0.684], [-1.599, 2.749, -1.683], [-0.001, -0.887, -0.344], [0.229, 1.339, -1.842], [-0.207, -0.916, 1.527], [0.149, -0.392, -0.018], [1.182, -0.806, 2.124], [-0.324, 1.052, 1.383]], "homo_ha": -0.3396, "de_lowest_kcal_mol": 86.94, "energy_ev": -11213.007, "lumo_ha": 0.030, "orbital_gap_ha": 0.3694, "smiles": "COc1cnnn1N"}

***

{"formula": "C7H11N", "method": "ωB97M-V/def2-TZVPD", "species": ["C", "C", "C", "C", "C", "C", "C", "H", "H", "H", "H", "H", "H", "H", "H", "H", "H", "H", "N"], "positions_angstrom": [[-2.079, 0.632, -0.202], [-0.550, -0.665, -0.154], [1.051, -1.032, 0.104], [1.502, -0.133, -1.055], [1.123, 1.055, -0.102], [1.614, 0.182, 1.006], [-0.511, 0.766, 0.130], [-2.301, 0.833, -1.324], [-2.686, 1.341, 0.392], [-2.251, -0.759, 1.276], [-0.679, -0.869, -1.263], [1.355, -2.034, 0.306], [0.882, -0.274, -1.986], [2.546, -0.250, -1.176], [1.581, 2.000, -0.325], [1.380, 0.023, 2.194], [2.664, -0.195, 1.007], [-0.666, 0.892, 1.146], [-2.105, -0.791, 0.198]], "forces_ev_per_a": [[-0.552, 2.714, -2.349], [0.983, -2.098, -0.926], [-2.574, 1.367, 0.964], [-1.688, -0.239, -0.525], [-1.549, -0.212, -1.301], [0.381, -4.777, 3.378], [0.448, 0.173, -1.423], [0.172, -0.786, 1.788], [0.068, -0.578, -0.291], [0.516, -0.191, -2.178], [0.135, 0.262, 1.208], [0.291, -0.664, -0.226], [1.161, 0.402, 0.654], [1.107, 0.232, -0.572], [-0.321, 0.698, 0.193], [-0.203, 1.465, -2.809], [-0.157, 1.442, -0.298], [0.377, 0.203, 2.390], [1.404, 0.587, 2.323]], "homo_ha": -0.3427, "de_lowest_kcal_mol": 143.57, "energy_ev": -8921.503, "lumo_ha": 0.040, "orbital_gap_ha": 0.3831}

***

{"formula": "C3H11N3O", "method": "ωB97M-V/def2-TZVPD", "species": ["C", "C", "C", "N", "N", "N", "O", "H", "H", "H", "H", "H", "H", "H", "H", "H", "H", "H"], "positions_angstrom": [[-0.262, -0.223, -0.159], [1.018, -0.585, 0.570], [-0.539, 1.269, -0.172], [-1.336, -0.937, 0.648], [2.542, 0.923, -0.507], [-2.621, -0.686, 0.104], [2.175, -0.445, -0.314], [-1.124, -1.939, 0.638], [-0.223, -0.621, -1.187], [3.426, 1.055, -0.015], [2.724, 1.018, -1.504], [-3.314, -0.861, 0.824], [-2.830, -1.269, -0.709], [1.155, 0.043, 1.454], [1.056, -1.643, 0.835], [0.194, 1.787, -0.783], [-1.537, 1.452, -0.563], [-0.504, 1.662, 0.841]], "forces_ev_per_a": [[-1.045, -0.738, 1.079], [1.124, 0.579, -1.202], [-0.210, -0.160, -0.179], [0.779, 0.412, -0.770], [-0.236, 0.060, 0.298], [-0.313, -0.183, -0.059], [-0.149, -0.113, 0.445], [-0.047, 0.322, -0.062], [0.043, 0.063, 0.169], [-0.087, -0.201, -0.173], [0.007, -0.176, 0.178], [0.098, 0.040, -0.149], [0.076, 0.060, 0.243], [-0.038, -0.134, 0.008], [-0.091, 0.077, 0.068], [0.033, 0.032, 0.039], [-0.017, 0.017, -0.047], [0.072, 0.044, 0.116]], "homo_ha": -0.3374, "de_lowest_kcal_mol": 84.70, "energy_ev": -9804.328, "lumo_ha": 0.040, "orbital_gap_ha": 0.3775, "smiles": "C[C@@H](CON)NN"}

***

{"formula": "C13H28ClEuO4PSSi", "method": "ωB97M-V/def2-TZVPD", "species": ["C", "C", "C", "C", "C", "O", "Si", "C", "C", "C", "O", "C", "C", "O", "C", "C", "C", "O", "Cl", "P", "S", "H", "H", "H", "H", "H", "H", "H", "H", "H", "H", "H", "H", "H", "H", "H", "H", "H", "H", "H", "H", "H", "H", "H", "H", "H", "H", "H", "H", "Eu"], "positions_angstrom": [[-0.796, 2.695, 0.668], [-0.881, 2.415, -0.832], [-1.073, 0.927, -1.233], [0.200, 0.327, -1.881], [1.166, -0.213, -0.833], [2.442, -0.402, -1.464], [3.781, -0.384, -0.495], [3.584, -1.575, 0.926], [5.130, -1.056, -1.673], [4.180, 1.326, 0.086], [-1.394, 0.051, -0.187], [-2.664, 0.155, 0.481], [-2.436, -0.081, 1.961], [-2.071, -1.427, 2.147], [-2.114, -1.819, 3.512], [-3.615, -0.893, -0.104], [-4.891, -0.962, 0.697], [-5.602, -0.030, 0.912], [-5.278, -2.566, 1.311], [-2.345, 0.833, -2.614], [-3.969, 1.960, -2.422], [-0.410, 3.701, 0.821], [-1.776, 2.660, 1.143], [-0.154, 1.984, 1.182], [0.044, 2.760, -1.297], [-1.668, 3.042, -1.252], [-0.069, -0.512, -2.535], [0.691, 1.070, -2.506], [0.807, -1.170, -0.459], [1.244, 0.470, 0.016], [2.784, -1.254, 1.595], [3.358, -2.586, 0.581], [4.502, -1.589, 1.520], [6.115, -0.607, -1.523], [5.188, -2.127, -1.519], [4.787, -0.898, -2.698], [3.273, 1.837, 0.416], [4.640, 1.925, -0.701], [4.858, 1.296, 0.940], [-3.083, 1.159, 0.362], [-1.640, 0.576, 2.324], [-3.349, 0.168, 2.514], [-1.699, -1.041, 4.156], [-3.142, -2.027, 3.822], [-1.526, -2.727, 3.609], [-3.949, -0.638, -1.112], [-3.123, -1.862, -0.136], [-1.624, 1.221, -3.749], [-2.597, -0.525, -2.825], [6.164, -3.588, -1.651]], "forces_ev_per_a": [[-0.174, 0.000, -0.089], [0.176, -0.018, 0.126], [0.117, 0.031, -0.878], [-0.214, -0.274, 0.394], [-0.503, 0.166, -0.267], [1.097, -0.377, 0.166], [-1.476, 0.793, 0.268], [0.541, 0.084, -0.253], [0.056, 0.301, -0.323], [0.323, -0.229, -0.032], [-0.028, -0.253, 0.358], [-0.101, 0.209, -0.013], [0.096, -0.099, -0.099], [0.140, -0.150, 0.201], [-0.107, 0.014, -0.213], [-0.119, -0.295, -0.007], [-0.337, 0.803, -0.009], [0.411, -0.544, -0.018], [-0.113, -0.249, 0.096], [-1.726, 1.810, 0.133], [0.960, -0.843, 0.002], [0.060, 0.012, 0.034], [0.062, -0.007, -0.008], [0.127, -0.017, 0.085], [0.043, -0.006, -0.066], [-0.136, -0.122, -0.037], [0.019, 0.042, 0.015], [0.042, 0.086, 0.068], [-0.021, -0.001, 0.103], [0.057, 0.119, 0.012], [-0.034, -0.078, -0.058], [-0.163, -0.174, 0.072], [0.021, -0.086, 0.164], [0.189, -0.029, 0.052], [-2.178, 2.576, 0.416], [0.050, 0.015, -0.083], [-0.019, -0.073, -0.071], [-0.039, 0.086, 0.013], [0.068, 0.082, 0.004], [-0.031, -0.103, -0.160], [0.006, 0.084, 0.008], [-0.080, -0.041, -0.032], [0.080, 0.015, 0.063], [-0.020, 0.047, 0.019], [0.011, -0.040, 0.026], [0.058, 0.197, 0.054], [0.024, 0.046, 0.115], [0.372, -0.249, -0.082], [0.350, -0.251, 0.024], [2.059, -3.008, -0.291]], "spin_multiplicity": 8, "homo_ha": [-0.4353, -0.4353], "energy_ev": -81959.972, "lumo_ha": [-0.374, -0.364], "s2": 15.76, "total_charge": 2, "orbital_gap_ha": [0.0618, 0.0710]}

***

Which formula does entry 1 have? C4H12N2O